DFT (ωB97M-V with the def2-TZVPD basis set) results for a cluster of 8 separate species, C61H93IN8O3S2 in total at a distorted geometry.

```
168
Properties=species:S:1:pos:R:3:forces:R:3
C -1.5195 6.5620 -1.3057 -1.377 0.057 0.110
C -0.5462 6.1145 -0.7820 1.751 -0.552 0.654
C 0.6205 5.5151 -0.0469 -0.952 0.169 -0.168
C 0.0473 4.4287 0.8801 0.290 0.020 0.115
C -0.4788 4.7736 2.1377 -0.212 -0.190 -0.539
C -0.4570 6.2374 2.5512 0.518 0.040 -0.154
C -1.0080 3.7295 2.9210 0.424 0.377 0.230
S -1.6945 4.2199 4.5317 0.132 -0.232 -0.043
C -1.0196 2.3759 2.5030 -0.061 0.148 0.182
C -1.5731 1.3287 3.4542 -0.094 -0.905 -0.648
C -2.8270 0.6223 2.8732 0.865 0.481 1.172
O -3.3723 -0.2449 3.8728 -0.066 -0.182 -0.226
C -0.5139 2.0259 1.2161 -0.395 1.190 1.043
C 0.0170 3.0988 0.4625 -0.095 -1.111 -0.702
S 0.6626 2.6896 -1.1698 -0.410 -0.292 0.374
C -0.4863 1.3861 -1.6575 0.485 0.429 1.093
C -0.8324 1.2705 -3.0004 -0.024 0.283 -0.235
C -0.3026 2.2332 -4.0488 -0.206 -0.545 -0.544
I -2.0507 3.2688 -4.8857 0.371 0.169 0.185
C 0.4576 1.5497 -5.2348 0.534 0.306 0.317
C 1.1434 0.1934 -4.8817 0.360 0.409 -0.998
C -1.6957 0.2354 -3.3879 0.544 0.342 0.741
C -2.1602 -0.6313 -2.4102 0.136 0.060 -0.476
C -1.8161 -0.5188 -1.0446 0.103 -0.051 0.011
C -2.3956 -1.5857 -0.1125 -0.110 -0.875 0.201
C -2.4613 -2.9883 -0.8089 -0.523 0.622 -0.231
C -3.8506 -1.2832 0.4159 0.393 0.224 -0.381
C -4.4720 0.0507 -0.0614 -1.522 -0.321 1.119
C -6.0231 -0.0379 0.2432 0.903 -0.754 -0.502
C -0.9477 0.5276 -0.6276 -0.975 -0.811 -1.142
N -0.5546 0.6564 0.7591 0.474 0.763 -1.052
C 0.6821 -0.1042 1.0790 0.087 -0.559 1.023
C 0.4540 -1.1799 2.2033 0.938 0.168 -0.098
C 1.0433 -2.6044 1.8782 -1.284 0.660 1.118
C 0.1046 -3.6889 2.5148 0.681 -0.238 -0.067
C 0.8908 -4.6888 3.4173 -0.707 0.215 -0.143
O 0.2903 -6.0138 3.3922 0.668 -0.083 -0.442
C 1.0276 -6.8555 2.5788 -0.388 -0.036 -0.980
C 0.5955 -6.8567 1.1023 -0.350 -0.225 0.649
O 1.9432 -7.5039 2.9834 0.053 -0.041 0.336
H -2.5441 6.8045 -1.5273 0.575 0.129 -0.318
H 1.1140 6.2916 0.5524 -0.083 -0.214 -0.250
H 1.3598 5.1148 -0.7540 -0.288 0.112 0.238
H 0.5622 6.4567 2.9292 -0.495 0.039 0.076
H -1.1909 6.4996 3.3197 0.274 -0.240 -0.221
H -0.5965 6.9044 1.6844 -0.136 -0.364 0.338
H -0.5717 4.2247 5.2982 -0.221 -0.062 -0.451
H -1.8243 1.7107 4.4529 0.179 0.234 -0.501
H -0.8192 0.5339 3.5945 -0.191 0.358 -0.003
H -3.5789 1.3847 2.6154 0.170 -0.345 -0.198
H -2.4757 0.0275 2.0283 -0.510 0.320 0.030
H -2.9090 -0.1041 4.7063 -0.084 0.037 -0.163
H 0.3285 3.0341 -3.6514 -0.442 -0.273 0.141
H 1.2666 2.2485 -5.5264 -0.487 -0.124 0.069
H -0.1812 1.4809 -6.1285 0.199 -0.285 0.440
H 1.3425 0.0479 -3.8116 -0.372 -0.064 -0.293
H 2.1319 0.1937 -5.3831 -0.410 -0.153 0.198
H 0.5897 -0.6370 -5.3429 0.108 0.090 0.662
H -1.9531 0.1622 -4.4465 -0.132 -0.204 0.393
H -2.8036 -1.4436 -2.7580 0.175 0.279 0.389
H -1.7359 -1.7138 0.7622 -0.158 0.314 -0.375
H -2.7284 -3.7768 -0.0841 0.407 0.331 -0.171
H -3.3183 -2.9544 -1.5086 0.455 -0.204 0.160
H -1.5534 -3.2243 -1.3839 -0.193 -0.100 0.379
H -3.8147 -1.3387 1.5170 -0.300 0.200 -0.406
H -4.5392 -2.0928 0.1061 0.421 0.276 -0.064
H -4.3699 0.2165 -1.1406 0.386 0.090 0.407
H -4.1013 0.8919 0.5450 0.346 -0.194 -0.680
H -6.1394 -0.8344 1.0024 -0.307 0.619 -0.059
H -6.4455 0.9136 0.5914 -0.029 -0.347 -0.209
H -6.5060 -0.4314 -0.6737 -0.056 0.543 0.662
H 1.0858 -0.6278 0.1945 -0.274 0.473 0.136
H 1.4308 0.6188 1.4508 -0.111 -0.364 -0.399
H -0.6084 -1.2449 2.4826 0.305 0.003 -0.404
H 0.9850 -0.8083 3.1012 -0.327 -0.241 -0.234
H 2.0169 -2.6781 2.3853 -0.096 0.087 -0.675
H 1.1111 -2.7212 0.7852 0.221 -0.198 0.428
H -0.4172 -4.2157 1.6976 0.107 0.023 0.516
H -0.6486 -3.2310 3.1776 0.136 -0.063 -0.517
H 0.8003 -4.3647 4.4667 0.344 -0.096 -0.417
H 1.9536 -4.7628 3.1320 -0.351 0.051 0.159
H 1.0052 -7.7231 0.5643 0.163 0.455 0.267
H -0.5016 -6.9311 1.0502 0.340 0.319 -0.017
H 0.9326 -5.9058 0.6591 -0.204 -0.353 -0.042
C 4.3978 -1.1652 -0.5859 0.042 -0.082 -0.085
C 4.7783 -2.4904 0.0614 -0.093 0.275 0.120
C 4.6073 -3.6865 -0.8802 -0.291 0.153 0.126
C 3.1974 -3.8042 -1.2995 0.322 -0.180 -0.059
N 2.0966 -3.8898 -1.6172 0.013 0.045 0.093
H 3.3428 -1.1458 -0.8701 0.011 -0.043 -0.016
H 4.5606 -0.3426 0.1085 0.028 0.012 -0.069
H 4.9985 -0.9802 -1.4778 -0.037 0.061 0.020
H 4.1667 -2.6346 0.9544 0.065 -0.093 -0.004
H 5.8194 -2.4423 0.3889 -0.007 -0.124 -0.020
H 4.9017 -4.6088 -0.3775 -0.063 -0.049 -0.081
H 5.2330 -3.5710 -1.7670 -0.076 -0.026 -0.043
C -7.7917 -3.8504 1.8411 -0.010 0.016 0.024
C -8.9969 -3.2772 1.1032 0.129 -0.028 0.282
C -9.0078 -3.6333 -0.3870 0.212 0.267 0.127
C -7.8060 -3.0941 -1.0475 -0.306 -0.206 -0.099
N -6.8679 -2.6632 -1.5495 0.018 -0.112 -0.030
H -6.8546 -3.4465 1.4531 -0.023 -0.029 -0.042
H -7.8397 -3.5976 2.9008 0.000 -0.033 -0.015
H -7.7591 -4.9390 1.7534 0.027 0.019 0.007
H -9.0038 -2.1914 1.2218 -0.068 -0.016 -0.091
H -9.9116 -3.6559 1.5639 -0.042 0.024 -0.114
H -9.8916 -3.2138 -0.8689 0.059 -0.013 -0.088
H -9.0302 -4.7159 -0.5234 0.048 0.016 -0.044
C -7.9937 4.0792 2.8095 0.043 -0.015 0.012
C -7.7731 4.5327 1.3706 0.151 -0.063 0.279
C -9.0832 4.7752 0.6146 0.107 -0.372 0.039
C -9.8773 3.5333 0.5522 -0.025 0.345 -0.120
N -10.4903 2.5636 0.5047 0.062 0.018 0.034
H -8.5191 3.1237 2.8525 -0.041 0.041 -0.028
H -7.0372 3.9467 3.3167 -0.025 0.031 0.008
H -8.5746 4.8163 3.3686 0.005 -0.030 0.007
H -7.1796 3.7792 0.8478 -0.045 0.062 -0.092
H -7.1887 5.4552 1.3743 -0.061 0.016 -0.116
H -8.8756 5.1098 -0.4024 -0.102 -0.026 -0.014
H -9.6741 5.5472 1.1104 -0.047 -0.044 -0.013
C 5.1693 4.6031 -4.2295 0.038 0.052 -0.033
C 4.3682 3.4716 -4.8627 0.102 0.254 -0.080
C 3.7449 2.5341 -3.8235 0.382 0.033 -0.118
C 4.8054 1.9127 -3.0120 -0.464 -0.029 0.032
N 5.6335 1.4288 -2.3812 0.087 0.079 -0.027
H 6.0157 4.2208 -3.6555 -0.051 -0.027 0.032
H 5.5713 5.2630 -4.9997 -0.039 0.015 0.021
H 4.5434 5.2013 -3.5625 0.026 0.000 -0.003
H 5.0201 2.9026 -5.5293 -0.086 -0.067 0.014
H 3.5727 3.8972 -5.4785 -0.049 -0.098 0.027
H 3.1706 1.7502 -4.3170 0.044 -0.045 0.136
H 3.0676 3.0867 -3.1685 0.038 -0.064 0.084
C 7.5975 6.7016 -1.4792 -0.027 -0.056 -0.018
C 7.4927 7.4591 -2.7984 0.017 -0.286 0.129
C 7.7261 8.9648 -2.6412 -0.345 -0.126 0.108
C 6.7188 9.5468 -1.7344 0.287 0.122 -0.202
N 5.9304 9.9942 -1.0297 0.011 -0.078 -0.020
H 6.8359 7.0275 -0.7686 0.039 0.061 -0.010
H 7.4533 5.6326 -1.6424 0.043 0.013 0.009
H 8.5787 6.8452 -1.0212 -0.026 -0.011 0.013
H 6.5055 7.2826 -3.2316 0.037 0.091 -0.061
H 8.2276 7.0569 -3.4990 -0.015 0.113 -0.049
H 7.6547 9.4611 -3.6096 -0.004 0.087 0.061
H 8.7204 9.1580 -2.2352 -0.034 0.041 0.033
C 6.2854 0.7101 4.9971 0.035 -0.009 0.003
C 6.4853 1.1696 3.5569 0.143 -0.072 0.273
C 5.1647 1.4317 2.8259 0.117 -0.331 0.002
C 4.3562 0.2005 2.7702 -0.046 0.370 -0.058
N 3.7296 -0.7609 2.7275 0.088 0.063 0.114
H 5.7501 -0.2398 5.0443 -0.041 0.041 -0.023
H 7.2490 0.5642 5.4863 -0.027 0.033 0.011
H 5.7228 1.4502 5.5705 0.006 -0.030 0.008
H 7.0599 0.4131 3.0179 -0.043 0.066 -0.088
H 7.0788 2.0859 3.5533 -0.064 0.014 -0.113
H 5.3577 1.7700 1.8063 -0.110 -0.035 -0.024
H 4.5909 2.2072 3.3365 -0.058 -0.047 -0.015
C 2.7522 -10.6130 -0.7407 -0.016 0.052 0.058
C 1.3878 -11.2499 -0.9803 0.177 0.140 0.198
C 1.3232 -12.0490 -2.2858 -0.028 0.387 -0.035
C 1.5899 -11.1707 -3.4404 -0.079 -0.353 0.060
N 1.7963 -10.4827 -4.3361 0.000 0.005 0.069
H 3.0001 -9.8897 -1.5195 -0.010 -0.064 -0.040
H 2.7604 -10.0807 0.2116 0.029 -0.044 0.002
H 3.5386 -11.3706 -0.7125 0.004 0.031 -0.002
H 0.6260 -10.4670 -0.9902 -0.055 -0.088 -0.052
H 1.1530 -11.9148 -0.1465 -0.066 -0.048 -0.084
H 0.3355 -12.4955 -2.4063 0.035 -0.018 -0.098
H 2.0596 -12.8543 -2.2781 0.007 0.021 -0.056
```
Positions in Å, forces in eV/Å.

Values from the calculation:
HOMO-LUMO gap, eV: 8.220
Highest occupied orbital energy, eV: -8.1
Energy above the lowest of the compared OMol25 structures with the same formula, charge and spin, eV: 0.000
SMILES: C#CCc1c(C)c(S)c(CCO)c2c1Sc1c([C@H](I)CC)ccc([C@H](C)CCC)c1N2CCCCCOC(C)=O.CCCC#N.CCCC#N.CCCC#N.CCCC#N.CCCC#N.CCCC#N.CCCC#N